{
  "formula": "C46H130N8O22",
  "method": "the ωB97M-V functional and the def2-TZVPD basis",
  "elements": ["C", "C", "C", "O", "C", "N", "H", "H", "H", "H", "H", "H", "H", "H", "H", "H", "H", "C", "C", "C", "O", "C", "N", "H", "H", "H", "H", "H", "H", "H", "H", "H", "H", "H", "C", "C", "C", "O", "C", "N", "H", "H", "H", "H", "H", "H", "H", "H", "H", "H", "H", "C", "C", "C", "O", "C", "N", "H", "H", "H", "H", "H", "H", "H", "H", "H", "H", "H", "C", "C", "C", "O", "C", "N", "H", "H", "H", "H", "H", "H", "H", "H", "H", "H", "H", "C", "C", "C", "O", "C", "N", "H", "H", "H", "H", "H", "H", "H", "H", "H", "H", "H", "C", "C", "C", "O", "C", "N", "H", "H", "H", "H", "H", "H", "H", "H", "H", "H", "H", "C", "C", "C", "O", "C", "N", "H", "H", "H", "H", "H", "H", "H", "H", "H", "H", "H", "C", "C", "O", "O", "H", "H", "H", "H", "H", "H", "C", "C", "O", "O", "H", "H", "H", "H", "H", "H", "C", "C", "O", "O", "H", "H", "H", "H", "H", "H", "C", "C", "O", "O", "H", "H", "H", "H", "H", "H", "C", "C", "O", "O", "H", "H", "H", "H", "H", "H", "C", "C", "O", "O", "H", "H", "H", "H", "H", "H", "C", "C", "O", "O", "H", "H", "H", "H", "H", "H"],
  "positions_angstrom": [[-2.793543, -2.863491, 4.409011], [-2.034603, -1.666259, 3.779074], [-0.589832, -1.632162, 4.259017], [-0.559987, -1.484214, 5.661655], [0.725505, -1.201061, 6.192943], [-2.121594, -1.694722, 2.334394], [-2.351798, -3.788107, 4.088116], [-3.857347, -2.741006, 4.094652], [-2.713157, -2.853826, 5.486471], [-2.621512, -0.782603, 4.090232], [-0.060411, -0.770186, 3.691675], [-0.073569, -2.521587, 4.046124], [1.159488, -0.305305, 5.804406], [1.321705, -2.044980, 5.911036], [0.744910, -1.165818, 7.318413], [-1.759555, -0.803697, 2.014511], [-1.478411, -2.458587, 2.020305], [4.175044, -2.971010, 3.031284], [4.003220, -2.117861, 1.794694], [4.007499, -0.689084, 2.156230], [3.143652, -0.434595, 3.191137], [3.064532, 0.990164, 3.510361], [5.016756, -2.321167, 0.779637], [4.515403, -3.965510, 2.648733], [3.311314, -3.186866, 3.688272], [4.955520, -2.570579, 3.644799], [3.077654, -2.378321, 1.246844], [3.643661, -0.049260, 1.315801], [5.040839, -0.329700, 2.332858], [3.980228, 1.523893, 3.692805], [2.380571, 1.090061, 4.387113], [2.575471, 1.520141, 2.694593], [4.956942, -3.234890, 0.301401], [5.969330, -2.384208, 1.165755], [0.202116, 3.559219, 7.417436], [1.121152, 3.328053, 6.209956], [0.929769, 4.402202, 5.106879], [-0.381255, 4.469492, 4.511053], [-0.687697, 3.170545, 3.905765], [2.541934, 3.196066, 6.540553], [0.510591, 4.509704, 7.897325], [0.328420, 2.766590, 8.162909], [-0.877695, 3.593440, 7.164933], [0.824032, 2.378351, 5.765857], [1.795272, 4.256419, 4.397330], [0.998303, 5.424393, 5.540046], [0.090805, 2.788267, 3.279136], [-1.579217, 3.383037, 3.350921], [-0.940498, 2.450839, 4.684236], [2.618584, 2.409843, 7.211250], [2.845946, 4.005144, 7.076249], [-4.053249, 6.086144, 4.697883], [-3.589213, 5.475055, 3.417815], [-4.226150, 4.155263, 3.086877], [-3.866773, 3.269250, 4.155639], [-4.148692, 1.937585, 4.151282], [-3.834470, 6.335545, 2.227320], [-3.603743, 7.074737, 4.886949], [-3.821928, 5.488883, 5.571218], [-5.130465, 6.130963, 4.650487], [-2.509642, 5.309344, 3.418692], [-3.795939, 3.790221, 2.127076], [-5.330298, 4.218115, 2.960864], [-5.219494, 1.689581, 4.394698], [-3.532244, 1.612588, 5.024062], [-3.861553, 1.433859, 3.230309], [-3.441723, 7.260416, 2.374591], [-4.826133, 6.591471, 2.162413], [-1.715031, -3.330419, -5.815040], [-0.537624, -4.222210, -5.986879], [0.469470, -3.707925, -7.005436], [1.474982, -4.645539, -7.273645], [1.087977, -5.691310, -8.191584], [0.152255, -4.385353, -4.705209], [-1.374638, -2.413689, -5.298668], [-2.457001, -3.798203, -5.189324], [-2.121694, -3.036603, -6.791513], [-0.888757, -5.232063, -6.281096], [0.808050, -2.714223, -6.794197], [0.148245, -3.494522, -8.030706], [1.831386, -6.453063, -8.000718], [0.934539, -5.295282, -9.239622], [0.097299, -6.080268, -7.979824], [0.481257, -3.475657, -4.431635], [0.991620, -4.941006, -4.792136], [3.686473, 2.381868, -0.965426], [3.000172, 2.064799, -2.278967], [2.023396, 3.119943, -2.805421], [0.922644, 3.245914, -1.924986], [-0.161868, 3.993589, -2.437085], [3.955250, 1.808449, -3.388752], [2.890613, 2.504067, -0.235121], [4.391525, 3.197311, -1.093157], [4.316700, 1.508713, -0.709437], [2.372738, 1.172401, -2.095407], [1.648308, 2.766746, -3.808360], [2.503823, 4.146955, -3.048181], [-0.512907, 3.513915, -3.349809], [0.038043, 5.067729, -2.615113], [-0.929472, 3.899225, -1.680968], [4.621852, 2.593439, -3.370733], [4.525218, 0.975357, -3.180115], [-3.965787, 4.318331, -3.183300], [-4.482055, 3.166261, -2.352866], [-3.635057, 1.927998, -2.629623], [-3.859047, 1.350745, -3.933167], [-2.919481, 0.314152, -4.204631], [-4.422466, 3.464256, -0.933712], [-2.976522, 4.585318, -2.828999], [-4.549774, 5.219191, -3.177346], [-3.860455, 3.962888, -4.215354], [-5.496180, 2.869449, -2.674851], [-3.854130, 1.171717, -1.860120], [-2.545172, 2.172527, -2.484503], [-3.143428, -0.261631, -5.121067], [-2.850514, -0.468332, -3.408510], [-1.896644, 0.739934, -4.332407], [-3.514809, 3.833199, -0.613726], [-5.164328, 4.128905, -0.750319], [-0.967594, -0.812132, -1.340408], [0.371876, -0.227229, -0.858300], [0.444977, 0.275235, 0.570636], [-0.696179, 0.860092, 1.112012], [-0.867583, 2.130138, 0.626292], [1.444246, -1.242321, -1.004571], [-1.289793, -1.603507, -0.670729], [-0.742046, -1.248059, -2.301330], [-1.808175, -0.093719, -1.348004], [0.653390, 0.597296, -1.497986], [1.365865, 0.866954, 0.689405], [0.638265, -0.560746, 1.234089], [0.065522, 2.637540, 0.610900], [-1.653924, 2.621005, 1.247936], [-1.277760, 2.124547, -0.404682], [2.381798, -0.885112, -0.823461], [1.213472, -1.974987, -0.376661], [-5.133669, -1.080876, 1.248784], [-4.617935, 0.014227, 0.336831], [-5.281025, 1.215957, 0.682811], [-4.634693, -2.395902, 0.954270], [-6.245792, -1.193719, 1.252864], [-4.817283, -0.781762, 2.273390], [-4.919813, -0.362947, -0.726534], [-3.528795, 0.083727, 0.401823], [-5.059554, 1.976481, 0.095586], [-3.749663, -2.380498, 1.301770], [2.340875, -1.090274, -4.557559], [1.503166, 0.101650, -5.054638], [2.298468, 1.017558, -5.675992], [1.580806, -2.068705, -3.865586], [3.065250, -0.723637, -3.816279], [2.827131, -1.520387, -5.413992], [1.065093, 0.528561, -4.175745], [0.780345, -0.317099, -5.733544], [2.894557, 1.362390, -5.013469], [1.402811, -1.785071, -2.937454], [0.423986, -4.522760, 1.801673], [-0.466030, -5.727231, 1.746018], [-0.104956, -6.311908, 0.516078], [0.078822, -3.551364, 0.875225], [1.426612, -4.866139, 1.598748], [0.396394, -4.020781, 2.759243], [-1.503835, -5.503163, 1.869233], [-0.167212, -6.380270, 2.547632], [-0.975154, -6.444819, 0.054684], [-0.061227, -3.968682, -0.012226], [7.008775, -0.873079, -3.086223], [5.969477, -1.766667, -2.479071], [5.127292, -0.935558, -1.582036], [7.895270, -0.443050, -2.107155], [6.513963, -0.083457, -3.641847], [7.660010, -1.415471, -3.755115], [6.439717, -2.577264, -1.837799], [5.426331, -2.255336, -3.305826], [5.142330, -1.339211, -0.675982], [7.364827, 0.046357, -1.480033], [-3.157541, -4.780045, -0.787860], [-2.465835, -4.078345, -1.949982], [-1.024185, -4.287966, -1.941768], [-2.825409, -6.148058, -0.737537], [-4.218823, -4.520045, -0.918614], [-2.751949, -4.326659, 0.151556], [-2.713660, -3.040979, -1.917016], [-2.810075, -4.475620, -2.922829], [-0.724529, -4.480043, -2.866861], [-3.613691, -6.662322, -0.521372], [-0.121729, 6.055013, 1.606628], [-0.839806, 6.080256, 0.270270], [-2.037717, 5.329314, 0.204096], [1.092613, 6.723844, 1.392736], [0.070594, 5.054272, 2.044019], [-0.609922, 6.714641, 2.373457], [-0.158356, 5.653352, -0.482277], [-0.947551, 7.121383, -0.045952], [-2.605157, 5.600745, 0.940125], [1.529110, 6.293876, 0.651730], [2.560360, -5.242262, -2.389027], [2.983696, -4.762683, -1.028814], [4.420064, -4.720032, -1.068053], [3.346398, -4.532565, -3.357567], [1.465046, -5.167416, -2.522520], [2.963202, -6.288542, -2.482049], [2.690214, -5.589813, -0.383140], [2.506984, -3.813207, -0.699512], [4.601638, -4.360781, -1.990651], [2.912197, -3.676287, -3.514466]],
  "forces_ev_per_angstrom": [[-0.465, 1.306, -0.653], [-1.048, -0.558, 1.164], [-0.095, 2.803, -0.067], [-0.362, 1.075, 0.778], [-0.584, -1.107, 0.824], [0.767, -1.257, -0.281], [-0.018, -0.665, -0.469], [0.734, -0.587, 0.268], [-0.082, 0.214, 0.296], [0.734, -0.009, 0.173], [-0.505, -1.037, 0.989], [0.698, -1.456, -0.800], [0.217, 0.787, -0.408], [1.049, -0.419, -0.130], [-0.593, 0.042, -1.141], [0.176, -0.044, -0.509], [-0.548, 1.015, -0.203], [-0.074, -2.105, -0.391], [-0.975, -0.951, -0.541], [0.018, 2.257, -1.578], [-0.308, 1.614, 1.986], [-1.764, -1.119, 0.208], [1.826, -0.861, -0.490], [-0.170, 0.530, 0.512], [0.160, 0.574, -0.609], [0.595, 0.261, 0.460], [-0.027, 0.163, 0.625], [0.425, -0.457, -0.187], [-0.104, -0.247, 0.331], [0.817, -0.368, 0.267], [0.752, -0.175, -0.571], [-0.130, -0.013, -0.385], [-0.627, 0.349, 0.201], [-0.484, 0.445, 0.216], [0.059, 0.417, 0.154], [-0.925, 0.127, -0.299], [0.274, 0.990, 0.537], [1.431, -2.129, -0.259], [-0.867, 1.533, 1.184], [-0.175, -0.504, 0.703], [-0.377, -0.331, -0.135], [0.048, 0.028, -0.117], [0.653, 0.141, -0.057], [0.125, -0.181, -0.088], [-1.081, 0.159, 0.116], [0.457, -0.597, -0.056], [0.711, -0.074, -0.419], [-0.370, -0.301, -0.461], [0.010, -0.128, -0.050], [0.094, 0.576, -0.611], [0.009, 0.094, -0.103], [0.120, 0.283, 0.647], [0.463, 0.485, -1.162], [-0.036, -1.595, 0.107], [0.062, 2.786, -0.354], [-0.515, -1.440, 1.254], [-0.461, 0.571, 0.205], [-0.312, -0.227, -0.287], [0.192, -0.351, 0.026], [-0.532, 0.451, 0.133], [0.047, 0.037, 0.252], [-0.305, 0.034, 0.365], [0.423, 0.037, 0.145], [0.701, 0.276, -0.393], [-0.493, -0.558, -0.772], [0.069, -0.176, -0.193], [0.489, -0.069, 0.140], [0.133, -0.603, -0.046], [0.131, 1.211, -0.099], [0.750, -1.183, -0.208], [-0.937, -0.490, -2.266], [0.906, -0.738, 0.347], [-0.501, 1.516, 0.122], [-0.686, -0.328, 0.446], [-0.243, -0.143, -0.183], [-0.413, -0.109, 0.087], [-0.149, -0.121, 0.305], [0.189, 0.474, -0.090], [1.073, 0.370, 1.116], [-1.530, -0.028, -0.019], [0.096, -0.205, -0.752], [0.966, -0.398, 0.810], [-0.193, -0.272, 0.532], [0.243, 0.497, 0.209], [0.074, -0.265, -0.303], [0.190, -1.014, -0.480], [-0.113, -0.106, -0.606], [-0.169, 0.890, -1.327], [0.684, 0.326, 0.246], [0.089, -0.324, 0.021], [0.382, 0.020, 0.539], [0.350, 0.475, 0.452], [-0.263, 0.567, 0.321], [-0.414, 0.244, 0.107], [0.441, 0.141, -0.409], [0.285, 0.200, 0.762], [-0.428, -1.359, 0.689], [-0.128, 0.152, -0.319], [0.228, -0.453, 0.006], [-0.321, 0.211, 0.079], [-0.303, -0.417, -0.256], [-0.410, 0.414, 0.105], [0.421, -0.552, -0.935], [0.412, -0.389, -0.930], [0.908, -0.823, 0.179], [0.315, 0.039, 0.542], [0.733, -0.413, 0.181], [-0.529, -0.426, 0.569], [0.304, 0.064, 0.111], [-0.578, 0.313, 0.128], [-0.031, 0.277, 0.011], [0.123, 0.367, 0.478], [-0.079, 0.099, -0.212], [-0.632, -0.049, -0.342], [-0.384, 0.756, 0.249], [-0.264, 0.735, -0.213], [-0.474, -0.178, 0.138], [-0.595, 0.051, -0.455], [0.332, 0.237, 0.370], [0.406, 0.427, 1.023], [0.343, 0.013, -0.134], [0.366, -1.285, 0.798], [0.152, -0.690, 0.433], [-2.563, 1.044, -0.505], [-0.411, 0.808, -1.369], [0.056, -0.343, 0.150], [-0.437, -0.077, -0.499], [0.650, -0.121, -0.270], [-0.205, 0.291, -0.412], [-0.279, 0.554, -0.074], [-0.027, -0.616, 0.016], [0.789, 0.980, 0.097], [0.827, -0.067, -0.409], [0.257, -0.029, 0.193], [-0.220, -0.032, 0.114], [0.108, -0.987, 0.755], [-0.386, -0.569, 1.294], [-1.453, -0.798, -2.095], [0.016, -0.058, 0.122], [-0.926, 0.902, -0.536], [0.862, 0.535, -0.227], [-0.332, -0.311, -0.271], [0.707, 0.844, 1.338], [0.093, 0.041, -0.004], [0.376, -0.470, 0.064], [1.150, -0.057, 0.506], [-0.149, 0.789, 1.145], [0.508, -1.823, 0.924], [0.202, 0.700, -1.651], [-0.341, -0.286, 0.018], [0.337, 0.104, -0.498], [0.359, -0.503, -0.230], [-1.033, 0.308, 0.651], [-0.641, 0.242, -0.322], [0.831, 0.483, 0.580], [0.320, 0.075, -0.094], [-0.092, 0.129, 0.814], [1.751, 0.161, 0.187], [-2.191, -0.665, -1.076], [-0.575, 0.750, -1.867], [0.599, -0.247, 0.178], [0.097, -0.052, 0.436], [-0.843, 0.241, -0.245], [0.013, -0.489, 0.587], [1.165, -0.040, -0.042], [0.004, 0.177, 0.641], [0.311, -1.022, 0.052], [-0.502, -0.402, 1.425], [0.693, -0.638, -1.410], [0.519, 0.922, 0.504], [-0.037, 0.479, -0.115], [-0.203, -0.380, -0.616], [-0.348, 0.878, -0.855], [-0.445, 0.215, 0.494], [-0.166, -0.114, -0.186], [-0.092, 0.231, 0.493], [1.042, 1.558, 0.246], [1.155, -1.730, -0.895], [-0.647, 0.247, 0.016], [-0.481, -0.783, -0.215], [0.142, -0.500, 0.457], [-0.627, -0.021, -0.546], [-0.091, 0.953, 0.146], [-0.243, 0.067, 0.453], [-0.206, 0.177, 0.479], [0.243, 0.114, -0.032], [-0.255, 0.686, 0.773], [0.082, -0.641, -0.291], [0.459, -0.131, -0.203], [1.020, 0.329, -0.018], [-0.516, 0.337, -0.363], [-0.028, -0.936, -0.543], [-0.135, -0.098, 0.273], [-0.368, 0.124, 0.173], [-0.597, 0.316, 0.142], [0.219, 0.009, -0.018], [0.697, -0.579, -0.425], [0.362, -0.687, 0.204], [-0.171, 0.996, -0.576], [-0.808, 0.442, -0.478], [0.555, -0.153, -0.201], [-0.899, 0.786, 0.053], [0.004, 0.334, 0.611], [0.404, -0.371, -0.271], [-0.221, -0.621, 1.300], [-0.048, 0.001, -0.126]],
  "mulliken_charge": [-1.83, 0.81, 0.33, -0.46, -0.42, 2.02, 0.35, 0.32, 0.41, -0.32, 0.09, 0.02, -0.08, 0.34, 0.28, -0.90, -0.51, -1.67, 2.35, -0.19, -0.09, -0.13, -0.40, 0.49, 0.10, 0.43, -1.45, -0.47, 0.44, 0.48, -0.36, -0.05, 0.25, 0.22, -1.57, 1.78, -0.99, -0.36, 0.16, -0.63, 0.36, 0.44, 0.23, -0.74, 0.17, 0.56, 0.72, -1.31, 0.57, 0.34, 0.29, -1.91, 2.08, -0.26, -0.32, -0.59, -0.62, 0.46, 0.32, 0.43, -0.96, -0.27, 0.55, 0.28, 0.33, 0.07, 0.27, 0.26, -1.21, 0.26, -0.30, -0.31, -0.75, -0.04, -0.01, 0.26, 0.47, 0.40, -0.13, 0.40, 0.28, 0.27, 0.32, -0.24, 0.34, -1.46, 3.54, -1.46, 0.24, -0.53, -0.57, 0.07, 0.58, 0.03, -1.82, 0.33, 0.29, 0.53, 0.46, -0.52, 0.34, -0.05, -1.38, -0.21, 1.97, -0.57, -0.03, -0.08, 0.10, 0.41, 0.37, 0.55, -0.96, -0.65, 0.31, -0.15, 0.17, -0.14, 0.27, 0.28, 1.28, 0.16, 1.21, 1.08, 2.13, -0.51, 0.42, -0.85, -0.21, -0.91, -0.37, 0.52, -1.69, -0.65, -0.68, -1.25, -0.52, 0.84, -0.64, -0.52, 0.43, 0.00, 0.18, -0.40, 0.42, 0.10, 0.09, 0.04, -0.73, 0.63, -0.44, 0.58, -0.23, 0.50, 0.33, -0.70, 0.08, -1.14, -0.63, 0.85, 0.28, -0.08, 0.38, 0.41, 0.32, -0.53, -0.67, -0.11, -0.03, -0.62, 0.22, 0.40, 0.30, 0.08, 0.20, 0.35, -0.34, 0.24, -0.42, -0.58, 0.51, -0.17, -0.21, 0.39, 0.18, 0.29, 0.45, 0.07, -0.24, -0.63, -0.22, 0.18, -0.29, 0.30, -0.01, 0.35, -0.33, 1.11, -0.73, -0.81, -0.02, 0.37, 0.30, -0.86, 0.40, 0.18],
  "orbital_gap_ev": 9.7,
  "relative_energy_kj_mol": 0.0,
  "e_tot_ha": -3923.71342
}